A 2-piece molecular cluster, C11H22N2O5S2 overall at a distorted geometry, computed with ωB97M-V with the def2-TZVPD basis set.

frontier orbital gap	0.329	hartree
LUMO energy	0.3048	eV
E_HOMO	-0.3178	Ha

Last columns: bonded neighbours and bond lengths (Å).
Cartesian coordinates (Å):
1 O 2.58 -2.89 2.51  C8 1.223
2 O 0.10 -0.69 -0.96  C9 1.231
3 O -0.45 0.66 -3.28  C16 1.436, H21 0.988
4 O -2.82 1.93 -3.43  C17 1.428, H22 0.977
5 O -2.03 -1.42 1.39  C20 1.410, H23 0.962
6 S 0.92 4.29 -2.21  S7 2.082, C14 1.834
7 S -0.58 5.27 -3.26  S6 2.082, C15 1.835
8 C 1.67 -2.34 3.11  O1 1.223, N11 1.332, C12 1.510
9 C 0.62 -0.76 0.15  O2 1.231, N10 1.342, C19 1.553
10 N 1.42 0.27 0.49  C9 1.342, C13 1.462, H24 1.008
11 N 0.60 -1.83 2.50  C8 1.332, C19 1.476, H25 1.009
12 C 1.73 -2.20 4.62  C8 1.510, H26 1.089, H27 1.088, H28 1.088
13 C 2.27 0.47 1.66  N10 1.462, H29 1.092, H30 1.091, H31 1.090
14 C 0.86 2.68 -3.10  S6 1.834, C16 1.533, H32 1.094, H33 1.094
15 C -1.96 4.12 -2.92  S7 1.835, C17 1.533, H34 1.094, H35 1.094
16 C -0.50 2.02 -2.83  O3 1.436, C14 1.533, C17 1.542, H36 1.096
17 C -1.66 2.75 -3.54  O4 1.428, C15 1.533, C16 1.542, H37 1.096
18 C -1.49 -3.72 1.62  C20 1.531, H38 1.090, H39 1.090, H40 1.090
19 C 0.31 -1.97 1.06  C9 1.553, N11 1.476, C20 1.542, H41 1.090
20 C -1.16 -2.42 0.89  O5 1.410, C18 1.531, C19 1.542, H42 1.090
21 H -0.15 0.06 -2.55  O3 0.988
22 H -2.57 1.02 -3.69  O4 0.977
23 H -2.17 -0.79 0.68  O5 0.962
24 H 1.49 0.98 -0.22  N10 1.008
25 H -0.13 -1.41 3.07  N11 1.009
26 H 2.65 -2.65 4.97  C12 1.089
27 H 0.88 -2.71 5.06  C12 1.088
28 H 1.70 -1.14 4.88  C12 1.088
29 H 2.95 -0.38 1.79  C13 1.092
30 H 2.88 1.37 1.52  C13 1.091
31 H 1.67 0.60 2.56  C13 1.090
32 H 1.00 2.84 -4.17  C14 1.094
33 H 1.66 2.04 -2.74  C14 1.094
34 H -2.88 4.52 -3.37  C15 1.094
35 H -2.13 4.02 -1.84  C15 1.094
36 H -0.69 2.02 -1.75  C16 1.096
37 H -1.40 2.88 -4.59  C17 1.096
38 H -1.41 -3.59 2.70  C18 1.090
39 H -0.81 -4.51 1.31  C18 1.090
40 H -2.51 -4.02 1.38  C18 1.090
41 H 0.92 -2.78 0.68  C19 1.090
42 H -1.37 -2.57 -0.17  C20 1.090